{"formula": "C5H4O2", "method": "ωB97M-V/def2-TZVPD", "orbital_gap_ev": 9.287, "charge": 0, "lumo_energy_ev": 0.1640, "relative_energy_kcal_mol": 19.01, "homo_energy_ha": -0.335, "smiles": "O=c1cccco1", "fmax_ev_per_a": 7.96, "e_tot_ha": -343.3621, "elements": ["O", "C", "C", "C", "C", "C", "O", "H", "H", "H", "H"], "coordinates": [[2.284661, -1.463143, 0.034876], [1.267819, -0.823666, 0.021654], [1.132826, 0.626536, 0.022107], [-0.088497, 1.191760, -0.000104], [-1.246718, 0.360008, -0.024092], [-0.997193, -0.922981, -0.033979], [0.043209, -1.677514, -0.016116], [2.051087, 1.199770, 0.039242], [-0.203615, 2.269799, -0.001009], [-2.236489, 0.771154, -0.155667], [-2.007090, -1.531724, 0.113092]], "atomic_forces_ev_per_a": [[-0.52, 0.70, 0.03], [1.29, -1.99, -0.15], [-0.33, -0.38, 0.04], [0.03, 0.54, -0.14], [1.19, 2.48, -0.49], [-6.91, -3.84, 0.91], [2.88, 2.35, 0.16], [-0.04, -0.24, 0.04], [0.14, 0.00, 0.01], [0.00, -0.28, 0.34], [2.27, 0.65, -0.74]]}

{"formula": "C5H4O2", "method": "ωB97M-V/def2-TZVPD", "orbital_gap_ev": 10.011, "charge": 0, "lumo_energy_ev": 1.1075, "relative_energy_kcal_mol": 26.89, "homo_energy_ha": -0.327, "fmax_ev_per_a": 2.04, "e_tot_ha": -343.3495, "elements": ["O", "C", "O", "C", "C", "C", "C", "H", "H", "H", "H"], "coordinates": [[0.328123, 2.878310, -0.912741], [-0.012094, 1.945070, -1.460395], [-0.436215, 0.761863, 0.634550], [0.610817, 0.055384, 1.157174], [0.706107, -1.151974, 0.561717], [-0.343859, -1.213358, -0.405206], [-1.000763, -0.041750, -0.347658], [1.187477, 0.466541, 1.980016], [1.387139, -1.942028, 0.827817], [-0.625311, -2.048157, -1.023211], [-1.801421, 0.290099, -1.012064]], "atomic_forces_ev_per_a": [[-0.26, -0.73, -0.54], [0.84, 1.83, -0.35], [-0.48, -0.58, -0.24], [-0.09, -0.27, -0.01], [-0.04, -0.17, 0.17], [-0.13, -0.23, 0.11], [-0.01, -0.41, 0.48], [-0.40, 0.23, -0.33], [0.12, 0.06, -0.05], [0.15, 0.00, -0.13], [0.30, 0.26, 0.91]]}

{"formula": "C5H4O2", "method": "ωB97M-V/def2-TZVPD", "orbital_gap_ev": 8.883, "charge": 0, "lumo_energy_ev": -0.8934, "relative_energy_kcal_mol": 74.27, "homo_energy_ha": -0.359, "smiles": "C#CC(=C)C(=O)O", "fmax_ev_per_a": 6.86, "e_tot_ha": -343.2740, "elements": ["C", "C", "C", "C", "C", "O", "O", "H", "H", "H", "H"], "coordinates": [[-0.891599, -2.438615, -0.672928], [-0.168786, -1.380891, -0.758359], [0.361075, -0.029365, -0.508191], [1.641973, 0.338016, -1.105445], [-0.133072, 0.861260, 0.527573], [0.255186, 2.040234, 0.701555], [-1.071981, 0.310916, 1.458367], [-1.308271, -3.397578, -0.461483], [2.341542, 1.292594, -0.905178], [1.992668, -0.316220, -1.942700], [-1.349125, -0.490425, 1.134073]], "atomic_forces_ev_per_a": [[4.05, 5.53, -0.24], [-3.93, -3.77, 1.12], [5.21, -0.20, -2.80], [-2.23, 0.07, 0.59], [-0.90, 3.48, 3.43], [-1.30, -4.20, -0.77], [2.77, 4.27, -0.76], [-0.05, -0.02, -0.30], [-2.33, -2.27, -0.09], [-0.22, 0.47, 1.05], [-1.07, -3.36, -1.23]]}

{"formula": "C5H4O2", "method": "ωB97M-V/def2-TZVPD", "orbital_gap_ev": 8.595, "charge": 0, "lumo_energy_ev": 0.3830, "relative_energy_kcal_mol": 52.47, "homo_energy_ha": -0.302, "fmax_ev_per_a": 4.78, "e_tot_ha": -343.3087, "elements": ["C", "C", "C", "C", "C", "O", "O", "H", "H", "H", "H"], "coordinates": [[-0.525031, 1.566796, 0.683902], [0.158524, 0.499799, -0.231124], [-1.503703, 2.353012, 0.356738], [0.301730, 0.706048, -1.528014], [0.830075, -0.692907, 0.355948], [-2.329042, 3.182904, 0.049406], [0.491700, 0.892077, -2.634093], [-0.029773, 1.634503, 1.619617], [1.894007, -0.564004, 0.055426], [0.538156, -0.540639, 1.450281], [0.535764, -1.668371, 0.158006]], "atomic_forces_ev_per_a": [[1.37, -2.27, -1.83], [-1.85, 1.45, -0.57], [-2.95, 3.58, -1.12], [-0.52, 0.13, 2.77], [0.87, 2.24, 2.20], [2.69, -3.16, 1.07], [0.32, 0.29, -2.48], [-0.01, 0.43, 0.84], [-0.35, -0.55, 1.16], [1.45, -0.51, -1.04], [-1.01, -1.62, -0.99]]}

{"formula": "C5H4O2", "method": "ωB97M-V/def2-TZVPD", "orbital_gap_ev": 8.775, "charge": 0, "lumo_energy_ev": -0.6558, "relative_energy_kcal_mol": 11.26, "homo_energy_ha": -0.347, "smiles": "O=C1C=CCC1=O", "fmax_ev_per_a": 0.63, "e_tot_ha": -343.3744, "elements": ["O", "C", "C", "C", "C", "C", "O", "H", "H", "H", "H"], "coordinates": [[-1.993634, 1.142819, 1.173795], [-1.086466, 0.548163, 0.645592], [-0.589935, -0.823469, 0.885494], [0.481941, -1.071313, 0.121098], [0.890078, 0.081411, -0.763093], [-0.169545, 1.131972, -0.462952], [-0.300291, 2.215330, -0.967192], [-1.051489, -1.506645, 1.589158], [1.028076, -2.010812, 0.119179], [1.884101, 0.471911, -0.513795], [0.907163, -0.179366, -1.827284]], "atomic_forces_ev_per_a": [[0.40, -0.31, -0.24], [-0.37, 0.15, 0.25], [0.09, -0.01, -0.07], [-0.10, 0.04, 0.07], [0.03, 0.02, -0.03], [0.04, 0.46, -0.26], [0.09, -0.57, 0.24], [0.07, 0.10, -0.09], [-0.09, 0.14, 0.01], [-0.12, -0.07, -0.03], [-0.04, 0.05, 0.14]]}

{"formula": "C5H4O2S", "method": "ωB97M-V/def2-TZVPD", "orbital_gap_ev": 9.456, "charge": 0, "lumo_energy_ev": 0.3776, "relative_energy_kcal_mol": 145.91, "homo_energy_ha": -0.334, "fmax_ev_per_a": 4.86, "e_tot_ha": -741.3541, "elements": ["C", "C", "C", "C", "C", "O", "O", "S", "H", "H", "H", "H"], "coordinates": [[1.185053, -0.778167, -1.017181], [0.603131, 0.502031, -1.238751], [1.115308, -1.154478, 0.312078], [0.193437, 1.164526, -0.134262], [-1.964222, -0.367950, 1.787908], [-2.603029, -0.261167, 0.689647], [-2.616128, 0.806104, 1.641513], [0.446095, 0.197705, 1.245273], [1.763009, -1.165445, -1.731383], [0.536548, 0.910012, -2.145038], [1.644940, -1.949665, 0.726472], [-0.304141, 2.096494, -0.136275]], "atomic_forces_ev_per_a": [[-2.07, 2.05, 3.89], [0.36, -1.25, 2.62], [-0.53, 2.81, -1.58], [0.40, -1.31, -0.13], [-0.10, -0.80, 1.63], [-0.70, -1.67, -2.95], [-0.02, 2.12, 1.53], [1.04, -0.85, -0.15], [1.82, -2.24, -2.62], [-0.25, 1.56, -3.57], [0.41, -1.13, 0.97], [-0.37, 0.72, 0.35]]}

{"formula": "C5H4O2S", "method": "ωB97M-V/def2-TZVPD", "orbital_gap_ev": [6.041, 6.298], "charge": 0, "lumo_energy_ev": [0.8388, -2.5386], "spin_multiplicity": 3, "relative_energy_kcal_mol": 88.67, "homo_energy_ha": [-0.191, -0.325], "s2": 2.0202, "fmax_ev_per_a": 7.97, "e_tot_ha": -741.2976, "elements": ["C", "C", "C", "C", "C", "O", "O", "S", "H", "H", "H", "H"], "coordinates": [[1.231170, 0.153197, -1.111153], [1.253238, 0.515964, 1.382079], [0.021924, -0.041101, -0.501039], [0.024377, 0.322222, 0.863844], [-1.426387, -0.457508, -0.699799], [-1.301830, 0.286787, 1.427848], [-2.143988, 0.177756, 0.314934], [2.448414, 0.472056, 0.143443], [1.670764, -0.292482, -2.062242], [1.733759, 0.769770, 2.410390], [-2.115681, -0.331849, -1.551608], [-1.395760, -1.574814, -0.616696]], "atomic_forces_ev_per_a": [[1.75, -1.21, -2.71], [6.17, 1.68, 4.76], [-3.28, 1.35, 2.55], [-6.73, -1.65, -3.81], [0.29, -2.05, -1.30], [3.73, 0.22, 0.25], [-0.66, 0.11, 0.06], [0.98, 0.39, 0.57], [-1.09, 0.68, 1.30], [-1.74, -0.62, -1.87], [0.99, 0.70, -0.28], [-0.41, 0.38, 0.48]]}

{"formula": "C5H4S", "method": "ωB97M-V/def2-TZVPD", "orbital_gap_ev": 7.596, "charge": 0, "lumo_energy_ev": -1.0227, "relative_energy_kcal_mol": 82.50, "homo_energy_ha": -0.317, "smiles": "C#C/C=C/C=S", "fmax_ev_per_a": 5.24, "e_tot_ha": -590.9200, "elements": ["C", "C", "C", "C", "C", "S", "H", "H", "H", "H"], "coordinates": [[-2.821758, -0.599661, -0.094216], [-1.575963, -0.403526, -0.145322], [-0.119200, -0.430214, -0.087726], [0.632653, 0.672536, -0.292443], [2.084481, 0.583059, 0.129566], [2.664002, -0.917648, -0.177289], [-3.803826, -0.600371, 0.333152], [0.201959, -1.426689, 0.469039], [0.030768, 1.692377, -0.892118], [2.706888, 1.430133, 0.757356]], "atomic_forces_ev_per_a": [[5.10, 1.10, 0.47], [-4.09, -1.08, -0.33], [-1.54, -1.02, 1.68], [-1.02, 2.58, -1.19], [0.08, 0.16, 0.42], [1.35, 1.07, 0.43], [-0.01, -0.09, -0.51], [-0.19, 2.51, -1.39], [2.21, -3.17, 2.31], [-1.88, -2.06, -1.90]]}